A gas-phase ion, C7H12N2P (charge +1), computed with ωB97M-V/def2-TZVPD.

* net charge: +1
* max |F|: 2.36 eV/A
* spin multiplicity: 1
* energy: -724.42869 a.u.
* ΔE to the lowest compared entry with this formula, charge and spin: 248.7 kJ/mol
* orbital gap (spin up / spin down): 5.666 / 5.668 eV
* HOMO (spin up / spin down): -11.87 / -11.88 eV
* lowest unoccupied orbital energy (spin up / spin down): -0.22816 / -0.22810 hartree
* molecular weight: 155.2 g mol⁻¹

Geometry (Å):
C: 1.5657 0.6282 0.3598
C: 2.3687 -0.4232 0.0560
C: 0.2399 -1.1166 -0.0508
C: -1.8562 1.1616 -0.5490
C: -0.8855 0.9629 0.6465
C: -2.7009 -0.0151 -0.8388
C: 3.8437 -0.5419 -0.0043
N: 0.2626 0.1763 0.3084
N: 1.5151 -1.4792 -0.1911
P: -3.5577 -0.9121 0.3551
H: 1.8101 1.6358 0.6227
H: -2.5033 2.0002 -0.2681
H: -1.2854 1.4559 -1.4310
H: -0.5385 1.9414 0.9798
H: -1.4257 0.4780 1.4685
H: -2.5794 -0.4864 -1.8071
H: 4.1424 -1.3304 -0.6915
H: 4.2833 0.3972 -0.3289
H: 4.2432 -0.7798 0.9832
H: 1.8153 -2.4037 -0.4579
H: -4.6470 -1.4039 -0.3441
H: -4.1103 0.0549 1.1826

Löwdin atomic charge list, values in e, 2 entries:
1. C -0.02
2. C -0.29

=====

A gas-phase ion, C7H12N3 (charge +1), computed with ωB97M-V/def2-TZVPD.

* net charge: +1
* max |F|: 4.03 eV/A
* spin multiplicity: 1
* energy: -437.74230 a.u.
* ΔE to the lowest compared entry with this formula, charge and spin: 672.1 kJ/mol
* orbital gap: 7.307 eV
* HOMO: -11.67 eV
* SMILES: CC(C)/N=N\C=C/C=C=[NH2+]
* lowest unoccupied orbital energy: -0.16023 hartree
* molecular weight: 138.2 g mol⁻¹

Geometry (Å):
C: 3.1134 0.3181 0.6289
C: 1.7123 0.1777 0.0240
C: 1.7900 -1.1581 -0.8348
N: 0.6608 0.0584 1.1758
N: -0.3732 0.6394 1.1169
C: -1.0949 1.5928 0.4881
C: -2.1336 1.6303 -0.3318
C: -2.7122 0.3795 -0.8144
C: -2.8650 -0.6912 -0.0882
N: -2.8384 -1.8700 0.3242
H: 3.6531 0.9760 -0.0348
H: 3.5674 -0.7285 0.6815
H: 2.9684 0.9523 1.6295
H: 1.3190 1.0075 -0.5784
H: 2.7140 -1.0892 -1.2851
H: 1.6272 -2.0752 -0.2144
H: 1.0160 -1.1643 -1.5192
H: -0.9490 2.5992 0.9700
H: -2.4102 2.5359 -0.8342
H: -3.2901 0.5436 -1.8099
H: -3.4637 -2.1824 1.1806
H: -2.0117 -2.4516 0.1257

Löwdin atomic charge list, values in e, 2 entries:
1. C -0.07
2. C -0.36

=====

- Which value of energy does entry 2 give?
  -437.74230 a.u.